Record 1
# C22H33N11

A cluster of 11 separate species, C22H33N11 in total at a distorted geometry (ωB97M-V/def2-TZVPD, OMol25).

## Properties
- HOMO level: -11.30 eV
- LUMO level: -0.07 eV
- SMILES: CC#N.CC#N.CC#N.CC#N.CC#N.CC#N.CC#N.CC#N.CC#N.CC#N.CC#N
- Frontier orbital gap: 11.231 eV
- Electronic energy: -39736.0038 eV

Structure (ORCA input):
```
! RIJCOSX wB97M-V def2-TZVPD def2/J DEFGRID3
* xyz 0 1
N -14.82218 15.79138 -18.11016
N -9.98016 12.88583 -20.43039
N -7.12974 13.07863 -22.38867
N -11.00815 19.10886 -17.14716
N -3.92946 14.52443 -17.58921
N -7.23571 18.32466 -18.05866
N -8.83765 14.66268 -16.22425
N -8.91103 17.03850 -20.56213
N -8.15800 9.41949 -18.12060
N -6.86188 16.54877 -12.26281
N -9.33030 12.47393 -11.13115
C -7.74380 12.85248 -13.16980
C -10.16676 19.83687 -16.86930
C -8.65488 12.68394 -12.03840
C -5.58260 17.61586 -20.05193
C -8.73969 10.31907 -17.75386
C -10.42722 12.85953 -21.52299
C -13.59210 15.37779 -20.43020
C -4.59341 15.07040 -16.83840
C -9.34630 18.16023 -20.50536
C -6.74094 13.68671 -19.82787
C -6.98492 13.31553 -21.25159
C -5.39839 15.83867 -15.81388
C -9.38761 15.19141 -17.05734
C -10.13699 15.78686 -18.15185
C -11.05022 12.83717 -22.91325
C -9.93267 19.51520 -20.47912
C -9.14403 20.78935 -16.48578
C -7.54818 16.99872 -13.03628
C -6.51414 18.04843 -18.92598
C -9.49569 11.43700 -17.23579
C -8.42696 17.66221 -14.04139
C -14.25702 15.64067 -19.11956
H -5.66908 13.72442 -19.63344
H -14.16336 15.88330 -21.20881
H -9.88452 15.30714 -19.09749
H -12.11389 12.62539 -22.80436
H -7.88624 12.11972 -13.96408
H -6.45168 15.72719 -16.07127
H -5.22399 16.90208 -15.97774
H -10.09021 11.30506 -16.33176
H -8.57716 17.00620 -14.89883
H -8.10935 18.66701 -14.31997
H -6.08409 17.20941 -20.93023
H -10.58803 12.03488 -23.48840
H -10.30057 11.48764 -17.96908
H -4.88323 16.90782 -19.60734
H -9.36249 17.69392 -13.48295
H -11.21970 15.82351 -18.03140
H -8.92499 20.74264 -15.41904
H -10.96084 19.35702 -20.15365
H -7.03362 12.83563 -19.21297
H -8.97111 12.39217 -17.21242
H -7.22361 14.60611 -19.49650
H -5.08509 18.51526 -20.41480
H -9.40751 20.05896 -19.69386
H -11.00496 13.75199 -23.50414
H -9.89217 19.93567 -21.48395
H -13.79628 14.32995 -20.65029
H -9.67945 16.77231 -18.23932
H -12.52100 15.55767 -20.33815
H -8.29193 20.48679 -17.09443
H -9.42032 21.83802 -16.59561
H -5.10521 15.42367 -14.84955
H -6.68326 12.75680 -12.93701
H -7.93192 13.84027 -13.59052
*
```

Record 2
# C22H33N3O3S

An isolated molecule of C22H33N3O3S (ωB97M-V/def2-TZVPD, OMol25).

## Properties
- HOMO level: -8.25 eV
- LUMO level: -0.17 eV
- SMILES: C[C@H](C(=O)NCC1CCCCC1)N1CCN(S(=O)(=O)/C=C/c2ccccc2)CC1
- Frontier orbital gap: 8.081 eV
- Electronic energy: -44797.6688 eV

Structure (ORCA input):
```
! RIJCOSX wB97M-V def2-TZVPD def2/J DEFGRID3
* xyz 0 1
S -0.31102 -2.63922 0.96203
O -0.53448 -3.99146 0.54119
O -1.44886 -1.76365 1.06116
O 0.83695 2.71727 -3.75699
N 0.90229 -2.01038 -0.01721
N -0.05916 -0.30013 -2.14825
N -1.17643 1.76432 -3.36195
C 2.38496 -3.62412 3.88017
C -3.48357 2.46810 -1.56656
C -2.59153 3.49595 -2.26587
C 2.96948 -3.11722 6.16517
C -1.50135 3.97549 -1.30833
C -0.17224 -1.74356 -2.20633
C -4.10302 3.06586 -0.30635
C 4.01810 -4.02228 6.10826
C 0.77240 0.36973 -3.13227
C 2.26557 0.52848 -2.83197
C 2.16014 -2.91771 5.06402
C -2.11376 4.56330 -0.04077
C 1.55946 -3.45121 2.69564
C 1.04422 -0.57193 0.08804
C 0.01481 0.17233 -0.77852
C 0.16537 1.75985 -3.43354
C 4.25329 -4.72954 4.94049
C -1.98807 2.93852 -3.56435
C 3.44488 -4.53278 3.83738
C 0.52544 -2.63642 2.53469
C -3.00981 3.53775 0.64702
C 0.89607 -2.47909 -1.38935
H -1.14813 -2.01110 -1.78106
H 1.82021 -4.06610 1.84332
H -2.40915 2.67991 0.95842
H 0.11252 -1.96961 3.26870
H -1.33726 3.68919 -4.01985
H -2.79341 2.69221 -4.26499
H 0.67883 -3.54665 -1.35750
H -4.73873 3.91225 -0.57771
H -3.20974 4.35676 -2.54606
H -2.88973 1.59653 -1.28343
H -4.72962 2.31970 0.18614
H 3.62858 -5.08659 2.92830
H 2.72559 1.05789 -3.66227
H 1.89643 -2.32268 -1.80404
H 2.06829 -0.32035 -0.20147
H -1.61386 0.92373 -3.01345
H 2.78328 -2.56601 7.07502
H -0.14295 -2.06616 -3.24875
H -0.86146 3.13242 -1.04203
H 4.64809 -4.17575 6.97152
H 0.90047 -0.30842 1.13729
H 2.41853 1.12542 -1.93678
H 5.06846 -5.43614 4.89179
H 0.24006 1.24003 -0.78326
H -0.87666 4.72021 -1.80507
H 2.75157 -0.43677 -2.71527
H -3.45865 3.97543 1.54118
H -2.70580 5.44451 -0.29955
H -4.27157 2.13705 -2.24744
H -0.96871 0.01336 -0.32176
H -1.32106 4.88231 0.63918
H 0.67009 -0.19976 -4.06568
H 1.34537 -2.21312 5.11991
*
```

Record 3
# C22H33N3O7S

An isolated molecule of C22H33N3O7S at a distorted geometry (ωB97M-V/def2-TZVPD, OMol25).

## Properties
- HOMO level: -8.49 eV
- LUMO level: 0.51 eV
- SMILES: COc1ccc(CNC(=O)C2CCN(S(=O)(=O)N3CCC4(CC3)OCCO4)CC2)c(OC)c1
- Frontier orbital gap: 9.002 eV
- Electronic energy: -52987.3296 eV

Structure (ORCA input):
```
! RIJCOSX wB97M-V def2-TZVPD def2/J DEFGRID3
* xyz 0 1
S 3.30005 1.95062 -0.20421
O 3.75332 2.47058 1.04927
O -4.66976 0.33289 1.96464
O -8.80737 -0.11452 -0.33460
O 7.02893 -1.23710 0.37843
O 4.02269 2.27602 -1.39424
O 5.17047 -2.56313 0.29369
O -1.08371 -1.32100 -1.24621
N -2.51414 -0.35530 0.20354
N 3.13537 0.27321 -0.07839
N 1.76636 2.53087 -0.41342
C 7.46751 -2.55750 0.15862
C 5.20348 -0.60404 -1.11109
C 1.13461 2.31713 -1.69546
C -3.37265 -1.50714 0.38690
C 0.87562 2.43839 0.71765
C -1.43307 -0.35592 -0.59935
C 5.61979 -1.21266 0.23565
C -6.78080 0.09490 0.78722
C -0.67508 0.97356 -0.59382
C 0.32772 1.02101 -1.74648
C -6.88443 -1.42196 -1.07827
C 0.08424 1.12905 0.72974
C -5.44968 -0.22029 0.98586
C -9.60661 -0.67370 -1.34933
C 5.01921 -0.38622 1.37914
C -7.50685 -0.50532 -0.24385
C -5.27300 1.20118 2.89420
C -4.81653 -1.15625 0.15006
C -5.54882 -1.73085 -0.86941
C 3.50513 -0.28223 1.20629
C 3.68260 -0.47945 -1.18772
C 6.26687 -3.38823 0.61464
H 0.47697 3.17339 -1.88725
H -7.30240 0.80370 1.40836
H 0.98985 0.16013 -1.66027
H 7.68049 -2.72384 -0.90616
H 3.05777 -1.27888 1.27620
H 1.93323 2.31902 -2.43655
H 8.36934 -2.72158 0.74734
H -3.25282 -1.88471 1.41064
H -4.48827 1.46735 3.60118
H -7.41624 -1.89948 -1.88451
H -5.06697 -2.44546 -1.51931
H 3.40303 0.03652 -2.10552
H -6.09035 0.70965 3.42942
H -0.60427 1.12884 1.57709
H 5.65383 0.38476 -1.19845
H 3.08974 0.36543 1.97769
H 5.56428 -1.23700 -1.92297
H 6.15650 -4.33424 0.08396
H 5.25769 -0.86153 2.33148
H 0.77335 0.29120 0.83891
H -9.21571 -0.43811 -2.34411
H 0.18584 3.28953 0.67163
H 5.45999 0.61000 1.35812
H 3.22786 -1.47455 -1.16926
H -2.76478 0.46262 0.73538
H 6.30386 -3.57049 1.69739
H -0.19706 0.95070 -2.70018
H -10.58982 -0.22076 -1.23245
H -1.39670 1.79285 -0.69636
H -3.03515 -2.26807 -0.31889
H -5.64856 2.10880 2.41140
H 1.49573 2.53806 1.60830
H -9.69297 -1.75928 -1.23967
*
```